1.
{
  "formula": "C11H24N2O4P",
  "method": "the ωB97M-V functional and the def2-TZVPD basis",
  "total_charge": 1,
  "homo_ev": -12.58,
  "multiplicity": 1,
  "smiles": "CCCCN[C@H]1C[NH+]=C(P(=O)(O)O)[C@H]1COCC",
  "species": ["C", "C", "C", "C", "N", "C", "C", "N", "C", "P", "O", "O", "O", "C", "C", "O", "C", "C", "H", "H", "H", "H", "H", "H", "H", "H", "H", "H", "H", "H", "H", "H", "H", "H", "H", "H", "H", "H", "H", "H", "H", "H"],
  "positions_angstrom": [[4.684481, 1.319783, 0.430814], [3.703036, 0.818320, 1.487211], [2.319338, 0.454958, 0.941679], [2.367907, -0.535718, -0.221795], [1.246645, -1.502563, -0.287932], [0.202167, -1.220568, -1.253437], [-0.404760, -2.526759, -1.784758], [-1.536018, -2.763035, -0.860757], [-1.869104, -1.719006, -0.206500], [-3.258100, -1.747562, 0.988092], [-4.316097, -0.808606, 0.656738], [-2.438232, -1.523441, 2.311255], [-3.577248, -3.300371, 0.875941], [-1.067186, -0.544743, -0.634454], [-0.923741, 0.656223, 0.302575], [-0.705379, 1.822533, -0.437353], [-1.884388, 2.436173, -0.981598], [-2.110831, 3.788762, -0.336012], [4.791262, 0.625730, -0.405355], [4.363099, 2.280854, 0.022732], [5.677950, 1.461780, 0.855167], [3.571664, 1.608019, 2.230386], [4.121988, -0.038354, 2.022488], [1.737266, -0.010727, 1.742034], [1.805779, 1.375176, 0.647387], [2.444722, -0.012607, -1.182498], [3.274897, -1.134523, -0.117247], [1.651336, -2.395635, -0.532331], [0.546920, -0.592887, -2.082700], [-0.793974, -2.432699, -2.800043], [0.271647, -3.378241, -1.735247], [-2.000439, -3.658980, -0.749326], [-2.926650, -1.057543, 3.011912], [-4.487592, -3.549840, 1.104492], [-1.640039, -0.178800, -1.507090], [-1.799076, 0.741237, 0.957420], [-0.050295, 0.518917, 0.939183], [-2.750341, 1.783002, -0.818945], [-1.741674, 2.537225, -2.059700], [-1.167663, 4.330507, -0.272725], [-2.809522, 4.381108, -0.928475], [-2.523758, 3.692899, 0.668773]],
  "forces_ev_per_a": [[0.0, 0.0, -0.1], [0.0, 0.1, 0.0], [0.0, 0.0, 0.0], [0.0, 0.0, -0.1], [-0.1, 0.0, -0.1], [-0.2, 0.2, 0.0], [0.1, -0.1, 0.0], [0.3, -0.1, -0.1], [-0.1, 0.1, 0.3], [0.2, -0.2, -0.3], [-0.1, 0.1, 0.1], [-0.2, 0.0, 0.2], [-0.2, 0.1, 0.2], [-0.1, 0.0, -0.4], [0.3, -0.1, 0.2], [0.0, 0.0, 0.0], [0.0, 0.0, 0.1], [-0.1, 0.0, 0.0], [0.0, 0.0, 0.0], [0.0, 0.0, 0.0], [0.0, 0.0, 0.0], [0.0, -0.1, 0.1], [0.0, 0.0, -0.1], [0.1, 0.1, 0.0], [0.0, 0.0, 0.0], [0.1, 0.0, 0.1], [0.0, 0.0, 0.0], [0.0, 0.0, 0.1], [0.1, -0.1, 0.0], [0.0, 0.0, 0.0], [0.0, 0.0, -0.1], [0.0, 0.0, 0.0], [0.2, 0.0, -0.1], [0.1, 0.0, -0.1], [-0.1, 0.0, 0.1], [-0.1, 0.1, -0.1], [-0.2, -0.1, 0.0], [0.0, 0.0, 0.0], [0.1, 0.0, 0.0], [0.0, 0.0, 0.0], [0.0, 0.0, 0.0], [0.1, 0.0, 0.0]]
}

---

2.
{
  "formula": "C11H24N3O5Ti",
  "method": "the ωB97M-V functional and the def2-TZVPD basis",
  "total_charge": 1,
  "homo_ev": [-7.97, -12.04],
  "multiplicity": 5,
  "s_squared": 6.011,
  "species": ["Ti", "C", "C", "O", "O", "H", "H", "H", "C", "C", "O", "N", "C", "H", "H", "H", "H", "H", "H", "H", "C", "C", "O", "N", "C", "H", "H", "H", "H", "H", "H", "H", "C", "C", "O", "N", "C", "H", "H", "H", "H", "H", "H", "H"],
  "positions_angstrom": [[-0.920179, -0.085423, -0.644525], [-4.099514, -1.794560, 0.987016], [-3.329508, -0.842868, 0.084476], [-2.946438, -1.141194, -1.093907], [-3.103272, 0.221508, 0.558506], [-4.712164, -1.168010, 1.635242], [-3.317482, -2.386847, 1.462125], [-4.875423, -2.335550, 0.445359], [0.773674, 2.764496, 2.246428], [0.660523, 2.617728, 0.784876], [-0.391962, 2.313628, 0.211995], [1.772540, 2.779372, -0.031616], [2.964716, 3.527361, 0.365984], [1.628763, 2.278801, 2.716568], [-0.105069, 2.382480, 2.766020], [0.664925, 3.839419, 2.390690], [1.574857, 2.497110, -0.981011], [3.219652, 4.344697, -0.308591], [3.813520, 2.880075, 0.586589], [2.933256, 3.916654, 1.383617], [-0.767998, -0.833780, 2.964047], [0.330686, -1.374425, 2.066834], [0.280890, -1.166008, 0.863894], [1.543845, -1.684349, 2.490874], [1.899594, -2.207990, 3.782375], [-0.817369, -1.463205, 3.852571], [-1.798197, -0.824807, 2.608092], [-0.429253, 0.149093, 3.291652], [2.253716, -1.649584, 1.773255], [2.859595, -2.721450, 3.728997], [1.164322, -2.967137, 4.049174], [2.007193, -1.465851, 4.573409], [-1.411504, 0.524214, -3.644512], [-0.192512, -0.442422, -3.647862], [0.301287, -0.785674, -2.605977], [0.128183, -0.923383, -4.838398], [1.287275, -1.857043, -5.099910], [-1.336809, 1.308054, -4.398254], [-1.471685, 0.918615, -2.630152], [-2.355593, -0.018527, -3.691648], [-0.521741, -0.792327, -5.600332], [0.931913, -2.885114, -5.169925], [2.051650, -1.951314, -4.328594], [1.857097, -1.494462, -5.955449]],
  "forces_ev_per_a": [[-1.1, -0.4, 0.1], [-0.7, 0.5, -1.1], [-2.1, -3.4, -1.4], [1.7, -0.4, -0.3], [2.6, 4.9, 2.1], [0.6, -0.1, 0.6], [-0.6, -0.4, 0.3], [0.6, -0.7, -0.2], [-0.9, 0.5, 0.2], [3.0, 0.2, 4.1], [-4.4, -2.0, -3.6], [1.8, 0.2, -0.5], [-0.2, 0.1, 0.3], [0.3, 0.4, 0.0], [-0.2, -0.3, -0.3], [0.7, 0.3, 1.1], [0.6, 0.2, -0.3], [0.1, -0.3, -0.1], [0.2, -0.6, -1.1], [-1.2, 0.4, -0.1], [0.4, -1.6, 1.2], [-0.1, 2.1, 0.6], [-1.4, 0.6, -3.4], [0.5, -0.4, 1.0], [0.2, -0.6, 0.6], [0.1, 0.1, 0.3], [0.4, 0.2, -0.7], [-0.1, 0.1, -0.1], [-0.2, -0.2, -0.1], [-0.1, 0.0, -0.2], [0.1, 0.1, 0.3], [-0.3, 0.2, -0.1], [0.6, -0.8, 0.5], [-3.2, 1.0, -2.1], [1.3, -0.3, 3.2], [1.9, -1.1, -0.4], [-0.4, 0.2, 0.3], [-0.1, 0.0, 0.2], [0.1, 0.8, -0.2], [0.1, -0.2, -0.5], [0.3, 0.2, 0.1], [-0.1, 0.1, -0.6], [-0.6, 0.8, 0.6], [-0.5, -0.3, -0.3]]
}

---

3.
{
  "formula": "C11H24N4O3P2PtS5",
  "method": "the ωB97M-V functional and the def2-TZVPD basis",
  "total_charge": 2,
  "homo_ev": -14.55,
  "multiplicity": 1,
  "species": ["Pt", "C", "N", "C", "P", "O", "O", "P", "O", "N", "C", "C", "N", "C", "C", "N", "C", "C", "H", "H", "H", "H", "H", "H", "H", "H", "H", "H", "H", "H", "H", "H", "H", "H", "H", "H", "H", "H", "H", "H", "H", "H", "S", "C", "S", "C", "C", "S", "S", "S"],
  "positions_angstrom": [[-0.821457, -0.120133, 0.547346], [2.657729, 3.967520, -0.417730], [1.564871, 3.085824, -0.835645], [1.570226, 2.787143, -2.273767], [0.149970, 2.962515, -0.034350], [-0.551184, 1.679853, -0.423543], [0.644954, 3.009451, 1.491411], [0.743321, 1.849943, 2.619282], [-0.345669, 0.849730, 2.278313], [0.537565, 2.682343, 3.986788], [-0.505409, 3.718517, 4.067304], [0.733868, 1.969530, 5.263377], [2.221578, 1.196450, 2.651135], [2.595592, 0.092383, 1.763390], [3.372503, 2.041358, 3.015848], [-0.900473, 4.185931, -0.173153], [-2.140373, 4.118405, -0.949826], [-0.446948, 5.544545, 0.141429], [2.612852, 4.927878, -0.936347], [3.607134, 3.490455, -0.663721], [2.627513, 4.142417, 0.654661], [1.638119, 3.705196, -2.860795], [0.666687, 2.253229, -2.559141], [2.430040, 2.158523, -2.505151], [-0.512129, 4.325398, 3.166554], [-0.271915, 4.361553, 4.913729], [-1.492537, 3.278105, 4.221246], [1.515533, 1.220354, 5.165677], [-0.190144, 1.486762, 5.586139], [1.037774, 2.694691, 6.016235], [1.748832, -0.564564, 1.580776], [3.371303, -0.496975, 2.250949], [2.979982, 0.463874, 0.810095], [3.051582, 2.889358, 3.614204], [3.878712, 2.403095, 2.118208], [4.074810, 1.445811, 3.597647], [-2.359617, 3.090638, -1.221429], [-2.049589, 4.716115, -1.858398], [-2.963225, 4.510140, -0.351665], [0.460864, 5.522313, 0.743603], [-1.218861, 6.057676, 0.715211], [-0.250270, 6.113144, -0.769590], [-4.765889, -5.857720, -0.642611], [-3.805885, -4.610190, -0.410550], [-3.530283, -3.355644, -1.628316], [-2.474035, -2.391048, -0.699212], [-2.167335, -2.885032, 0.649313], [-1.065836, -2.083771, 1.596103], [-2.916348, -4.342301, 1.099543], [-1.767661, -1.004907, -1.260773]],
  "forces_ev_per_a": [[-0.1, 0.3, 0.0], [0.0, 0.0, 0.0], [-0.1, 0.0, 0.1], [0.0, 0.0, 0.0], [0.1, 0.0, -0.1], [-0.1, -0.1, 0.1], [0.0, 0.0, 0.0], [-0.1, 0.3, -0.2], [0.4, -0.3, 0.2], [-0.2, -0.1, 0.0], [0.0, 0.0, 0.0], [0.1, 0.0, 0.0], [0.0, 0.1, -0.1], [0.0, -0.1, 0.1], [0.0, 0.0, 0.0], [0.1, 0.0, 0.0], [0.0, 0.0, 0.0], [0.0, 0.0, 0.0], [0.0, 0.0, 0.0], [0.0, 0.0, 0.0], [0.0, 0.0, 0.0], [0.0, 0.0, 0.0], [0.0, 0.0, 0.0], [0.0, 0.0, 0.0], [0.0, 0.0, 0.0], [0.0, 0.0, 0.0], [0.0, 0.0, 0.0], [0.0, 0.0, 0.0], [0.0, 0.0, 0.0], [0.0, 0.0, 0.0], [0.0, 0.0, 0.0], [0.0, 0.0, 0.0], [0.0, 0.0, 0.0], [0.0, 0.0, 0.0], [0.0, 0.0, 0.0], [0.0, 0.0, 0.0], [0.0, 0.0, 0.0], [0.0, 0.0, 0.0], [0.0, 0.0, 0.0], [0.0, 0.0, 0.0], [0.0, 0.0, 0.0], [0.0, 0.0, 0.0], [0.1, 0.1, 0.0], [-0.1, -0.1, 0.0], [0.0, 0.0, 0.0], [0.0, 0.1, -0.1], [0.3, 0.0, 0.0], [-0.4, 0.0, 0.0], [0.0, 0.0, 0.0], [-0.1, -0.2, -0.2]]
}

---

| no. | E (eV) |
| --- | --- |
| 1 | -32250.8827 |
| 2 | -49610.3260 |
| 3 | -99890.3397 |